[1]
The following is a quantum chemistry calculation of 11 unconnected molecules or ions with the total composition C35H76O27 at a distorted geometry, from OMol25.

- SMILES string = CCOC(=O)OC.CCOC(=O)OC.CCOC(=O)OC.CCOC(=O)OC.CCOC(=O)OC.CCOC(=O)OC.CCOC(=O)OC.CCOC(=O)OC.CO.CO.CO
- LUMO (eV) = 0.44
- gap between HOMO and LUMO (Eh) = 0.3809

Positions of all 138 atoms, in Å:
1 O -12.23 -18.90 11.93
2 O -11.06 -18.28 13.72
3 O -14.42 -13.44 19.28
4 O -19.90 -14.14 13.16
5 O -12.77 -9.70 15.71
6 O -19.33 -18.52 15.24
7 O -18.34 -8.98 14.41
8 O -20.56 -12.69 16.35
9 O -15.37 -16.90 12.73
10 O -17.84 -7.16 15.64
11 O -13.60 -14.81 16.23
12 O -16.89 -9.15 15.98
13 O -16.80 -18.58 12.29
14 O -13.18 -12.59 16.00
15 O -15.70 -18.45 14.28
16 O -15.17 -11.39 18.68
17 O -15.10 -13.47 15.25
18 O -9.13 -14.70 16.15
19 O -17.87 -11.67 10.17
20 O -21.48 -19.00 14.72
21 O -9.05 -14.46 13.89
22 O -10.63 -17.37 11.71
23 O -16.05 -13.00 10.38
24 O -16.50 -13.19 18.52
25 O -8.23 -16.28 14.90
26 O -15.90 -10.78 10.17
27 O -19.78 -20.32 14.07
28 C -9.68 -13.35 16.22
29 C -12.12 -13.90 19.56
30 C -16.03 -18.02 13.03
31 C -20.23 -11.56 15.52
32 C -13.15 -12.82 19.50
33 C -14.52 -10.91 10.17
34 C -12.23 -9.45 17.01
35 C -11.95 -19.14 14.45
36 C -8.85 -15.09 14.87
37 C -19.82 -9.08 12.57
38 C -7.98 -16.80 13.55
39 C -16.68 -12.34 13.89
40 C -15.33 -12.55 18.81
41 C -11.41 -18.22 12.42
42 C -14.55 -15.86 16.11
43 C -20.78 -21.19 13.51
44 C -19.30 -8.25 13.70
45 C -17.69 -8.29 15.36
46 C -18.69 -12.86 10.18
47 C -13.92 -13.54 15.86
48 C -17.52 -12.27 18.20
49 C -16.53 -11.92 10.26
50 C -15.65 -16.37 11.42
51 C -9.05 -12.68 17.43
52 C -15.38 -12.23 14.68
53 C -16.03 -8.47 16.92
54 C -19.84 -17.35 15.88
55 C -16.34 -19.66 14.65
56 C -11.18 -17.08 10.37
57 C -20.31 -19.25 14.63
58 C -13.91 -9.52 10.11
59 C -18.61 -16.66 16.50
60 C -19.21 -15.35 12.86
61 C -10.37 -17.93 9.40
62 C -15.87 -19.86 16.10
63 H -16.03 -20.43 13.95
64 H -14.76 -15.84 11.04
65 H -12.83 -9.51 10.26
66 H -17.75 -11.60 19.03
67 H -20.36 -14.17 14.00
68 H -8.84 -16.58 12.93
69 H -16.47 -15.66 11.53
70 H -16.53 -8.45 17.91
71 H -12.93 -10.65 15.73
72 H -17.02 -11.33 13.61
73 H -19.61 -12.62 9.65
74 H -18.94 -13.05 11.23
75 H -11.93 -14.40 18.61
76 H -18.41 -12.85 17.94
77 H -12.24 -17.32 10.32
78 H -20.36 -11.87 14.47
79 H -16.54 -12.91 12.98
80 H -19.00 -9.67 12.14
81 H -7.11 -16.30 13.14
82 H -15.97 -20.89 16.46
83 H -11.30 -10.02 17.16
84 H -14.23 -11.47 11.07
85 H -20.84 -10.67 15.75
86 H -18.46 -15.14 12.07
87 H -21.44 -20.56 12.89
88 H -11.16 -13.48 19.89
89 H -10.66 -18.97 9.28
90 H -18.15 -13.68 9.74
91 H -17.85 -16.39 15.76
92 H -14.09 -9.14 9.10
93 H -18.69 -15.71 13.75
94 H -15.43 -15.74 16.78
95 H -7.98 -12.45 17.27
96 H -14.88 -15.88 15.08
97 H -20.58 -9.76 12.96
98 H -20.19 -21.93 12.96
99 H -14.41 -8.85 10.83
100 H -15.90 -7.46 16.56
101 H -18.15 -17.17 17.35
102 H -21.11 -12.31 17.05
103 H -20.08 -8.00 14.43
104 H -16.45 -19.21 16.76
105 H -9.57 -11.74 17.65
106 H -14.26 -11.57 9.32
107 H -10.78 -13.49 16.25
108 H -17.47 -12.79 14.51
109 H -20.58 -17.67 16.64
110 H -9.18 -13.33 18.31
111 H -18.86 -7.29 13.46
112 H -9.30 -17.91 9.59
113 H -9.49 -12.77 15.31
114 H -11.95 -8.38 17.05
115 H -10.46 -17.47 8.40
116 H -15.45 -11.43 15.44
117 H -19.18 -11.31 15.67
118 H -13.18 -12.25 20.43
119 H -18.98 -15.71 16.91
120 H -17.20 -11.61 17.37
121 H -11.92 -20.14 14.02
122 H -12.98 -18.74 14.36
123 H -14.50 -11.94 14.06
124 H -15.10 -9.07 16.95
125 H -10.97 -16.02 10.22
126 H -11.63 -19.04 15.49
127 H -15.94 -17.16 10.74
128 H -20.26 -8.49 11.77
129 H -7.81 -17.87 13.72
130 H -14.81 -19.60 16.22
131 H -13.00 -12.07 18.70
132 H -14.07 -16.80 16.35
133 H -20.35 -16.73 15.14
134 H -17.43 -19.52 14.61
135 H -12.97 -9.69 17.79
136 H -19.90 -16.12 12.50
137 H -12.44 -14.62 20.30
138 H -21.35 -21.61 14.37

Löwdin atomic charge list, values in e, 2 entries: atom 1 (O): 0.142, atom 2 (O): -0.002

=====

[2]
The following is a quantum chemistry calculation of a molecular structure, C35H77BaF5N12O2S3SbTe at a distorted geometry, from OMol25.

- LUMO (eV) = -2.82
- gap between HOMO and LUMO (Eh) = 0.2660
- net charge = +1
- relative energy (zero: lowest compared OMol25 entry of this formula, charge and spin) (eV) = 2.609

Positions of all 137 atoms, in Å:
1 Ba -0.56 -0.36 -0.50
2 Te -2.15 -3.20 -0.59
3 Sb -3.30 1.00 1.59
4 S -0.81 1.98 -4.48
5 S -2.93 -0.09 -2.91
6 S -2.43 3.07 -1.73
7 F -3.59 -3.14 -1.79
8 F -2.00 -4.84 -1.49
9 F -0.84 -4.15 0.44
10 F -3.06 -1.54 -0.14
11 F -3.27 -3.88 0.72
12 O -2.17 -5.10 5.30
13 O -0.87 -2.29 -1.48
14 N 1.89 1.68 -1.12
15 N -1.13 -1.83 1.45
16 N 2.43 -0.50 0.76
17 N -1.29 -3.18 3.50
18 N 3.03 -2.70 0.92
19 N 4.30 -1.07 2.12
20 N -0.20 3.41 3.34
21 N 1.04 -2.82 -4.15
22 N -0.16 5.37 2.10
23 N 0.24 3.22 1.09
24 N 3.32 -2.55 -3.79
25 N 1.75 -0.99 -2.90
26 C 5.63 -0.97 1.56
27 C 3.22 -1.38 1.25
28 C -0.53 -4.44 3.66
29 C -2.99 -3.97 5.04
30 C 2.33 1.34 -2.48
31 C -5.29 0.32 1.13
32 C 3.00 1.68 -0.17
33 C -1.20 -2.49 2.42
34 C 4.33 -2.64 -2.76
35 C 2.03 -2.07 -3.55
36 C -2.20 1.22 -5.38
37 C 0.41 6.18 3.16
38 C -1.50 -5.51 4.12
39 C -1.67 4.22 -2.89
40 C -3.88 2.56 -2.69
41 C 2.64 0.90 1.10
42 C 1.98 -3.01 -0.02
43 C 4.02 -3.73 1.15
44 C -3.87 3.06 1.65
45 C 1.21 2.97 -1.23
46 C -1.13 3.94 4.33
47 C 4.20 -1.47 3.51
48 C -0.22 -2.20 -4.50
49 C 0.27 2.06 3.55
50 C -2.93 0.05 -4.71
51 C -1.05 6.07 1.20
52 C 1.01 3.82 0.01
53 C -3.62 0.55 3.67
54 C 3.64 -3.28 -5.00
55 C 2.85 -0.08 -2.64
56 C -1.32 3.71 -4.30
57 C 0.98 -4.25 -3.94
58 C -2.14 -2.78 4.63
59 C -0.06 3.98 2.10
60 C -4.20 1.09 -2.45
61 H 3.99 -2.19 -1.83
62 H 3.15 -1.53 3.80
63 H 5.25 -2.13 -3.07
64 H -5.62 0.64 0.14
65 H -4.36 3.31 0.71
66 H 1.02 -2.72 0.38
67 H -1.81 6.61 1.77
68 H -5.32 -0.77 1.17
69 H 3.76 -4.35 -4.82
70 H 5.56 -0.64 0.52
71 H 0.59 4.75 -0.38
72 H 1.48 1.47 -3.15
73 H 0.26 -4.28 4.39
74 H -0.99 -2.40 -3.76
75 H 3.58 -0.10 -3.45
76 H -0.10 -4.70 2.69
77 H 3.11 2.06 -2.80
78 H 0.19 -4.50 -3.23
79 H 3.42 1.04 1.85
80 H -1.80 0.86 -6.33
81 H -0.96 -6.43 4.37
82 H 4.69 -0.72 4.14
83 H 1.78 3.63 -1.91
84 H 4.68 -3.47 1.97
85 H -2.99 3.70 1.76
86 H -4.18 -0.39 3.71
87 H -5.96 0.74 1.88
88 H 3.38 -0.36 -1.73
89 H -2.22 -5.73 3.33
90 H -2.14 3.89 -4.99
91 H 3.87 1.21 -0.63
92 H 1.70 1.33 1.48
93 H 1.07 5.58 3.78
94 H 1.99 4.11 0.40
95 H -4.25 1.33 4.10
96 H -0.07 -1.12 -4.57
97 H -1.49 -2.48 5.45
98 H -3.98 0.05 -5.02
99 H 0.99 7.00 2.73
100 H -2.90 2.02 -5.63
101 H -4.35 0.91 -1.38
102 H -4.75 3.17 -2.42
103 H 0.25 2.79 -1.72
104 H -2.71 0.46 4.25
105 H -1.87 3.19 4.59
106 H 3.52 -4.67 1.42
107 H 6.21 -0.23 2.11
108 H 1.92 -4.62 -3.55
109 H -0.36 6.63 3.81
110 H -3.68 2.73 -3.74
111 H -0.51 6.80 0.59
112 H 0.34 1.88 4.63
113 H 4.64 -3.92 0.27
114 H -0.55 -2.59 -5.47
115 H -0.60 4.23 5.25
116 H -4.56 3.24 2.47
117 H 4.58 -2.90 -5.41
118 H 6.18 -1.92 1.58
119 H 4.58 -3.69 -2.57
120 H -5.14 0.82 -2.94
121 H -2.75 -1.94 4.33
122 H -1.56 5.37 0.55
123 H 2.09 -2.46 -0.96
124 H 1.96 -4.08 -0.22
125 H -0.48 4.31 -4.66
126 H 2.86 -3.14 -5.74
127 H -3.52 -3.75 5.96
128 H -1.65 4.81 3.94
129 H -2.52 -0.90 -5.05
130 H 3.31 2.70 0.08
131 H -0.77 4.58 -2.38
132 H -2.33 5.09 -3.00
133 H 4.67 -2.44 3.72
134 H -3.72 -4.20 4.25
135 H 1.27 1.94 3.12
136 H 0.77 -4.77 -4.88
137 H -0.38 1.31 3.11

Löwdin atomic charge list, values in e, 2 entries: atom 1 (Ba): 1.577, atom 2 (Te): 1.745

=====

[3]
The following is a quantum chemistry calculation of 5 unconnected molecules or ions with the total composition C35H77N5O6, from OMol25.

- SMILES string = CCOCCOCCOCC1=C(N)C(=O)OC1=O.CCN(CC)CC.CCN(CC)CC.CCN(CC)CC.CCN(CC)CC
- LUMO (eV) = -0.61
- gap between HOMO and LUMO (Eh) = 0.2737

Positions of all 123 atoms, in Å:
1 O 0.49 -1.00 -0.64
2 O -8.41 -2.08 1.93
3 O -1.45 0.76 -0.15
4 O -7.35 -2.81 0.07
5 O -5.87 -2.82 -1.64
6 O -4.53 0.01 -1.67
7 N -5.75 4.89 2.34
8 N 1.64 4.82 2.81
9 N 6.25 -3.91 -0.39
10 N 2.67 -3.27 -5.38
11 N -7.77 0.66 1.01
12 C 6.52 -2.50 -0.58
13 C -8.03 5.69 2.89
14 C 6.68 -4.48 0.88
15 C -2.36 -0.18 -0.69
16 C 1.53 -2.40 -5.64
17 C 2.30 -4.62 -5.00
18 C 0.49 -0.52 0.68
19 C 2.19 2.46 3.25
20 C -0.59 4.42 4.02
21 C 0.22 4.50 2.72
22 C 3.69 -3.89 -7.64
23 C -4.95 3.81 1.78
24 C 6.54 -4.72 -1.56
25 C 8.16 -4.84 1.05
26 C 1.99 6.22 2.96
27 C 2.42 3.91 3.62
28 C -7.81 -1.86 0.92
29 C -5.04 5.12 4.79
30 C -7.40 -0.52 0.39
31 C 1.75 6.88 4.32
32 C 0.62 -2.74 -6.82
33 C 3.45 -5.39 -4.37
34 C -0.75 0.33 0.99
35 C -5.90 0.29 -1.52
36 C 5.95 -6.12 -1.47
37 C -7.12 4.50 2.61
38 C 7.97 -2.06 -0.83
39 C -4.70 2.58 2.65
40 C -5.11 5.69 3.37
41 C -3.79 0.31 -0.51
42 C 3.79 -3.16 -6.30
43 C 0.45 -3.41 -0.20
44 C 1.17 -2.22 -0.82
45 C -6.61 -0.72 -0.68
46 C -6.52 -2.17 -0.89
47 H 6.44 -6.73 -0.71
48 H 0.69 7.05 4.51
49 H 2.88 1.81 3.78
50 H 1.25 -2.37 -1.89
51 H 3.97 -2.10 -6.47
52 H -4.27 4.35 4.88
53 H 7.98 -1.02 -1.16
54 H 4.88 -6.07 -1.25
55 H -8.35 1.23 0.41
56 H 3.05 6.31 2.72
57 H 6.07 -6.63 -2.43
58 H 0.13 3.55 2.21
59 H -7.96 6.43 2.08
60 H 1.90 -1.38 -5.76
61 H -2.16 -0.32 -1.75
62 H -7.21 3.79 3.45
63 H 4.24 -5.61 -5.09
64 H -6.04 1.27 -1.06
65 H -5.99 4.70 5.12
66 H -4.77 5.91 5.49
67 H 3.88 -4.83 -3.54
68 H 0.53 -1.34 1.40
69 H 8.58 -2.12 0.07
70 H -3.99 2.78 3.45
71 H 1.08 -2.51 -7.78
72 H -5.62 2.19 3.09
73 H -4.10 5.94 3.03
74 H 3.08 -6.34 -3.99
75 H -4.27 1.77 2.04
76 H -3.99 4.24 1.47
77 H 1.50 -4.53 -4.26
78 H -5.44 3.49 0.86
79 H -2.23 -1.15 -0.21
80 H 3.02 -3.38 -8.34
81 H -8.29 0.46 1.86
82 H -0.83 5.40 4.43
83 H 1.18 2.14 3.51
84 H 1.46 6.78 2.19
85 H 1.39 0.08 0.85
86 H 2.24 4.03 4.70
87 H 1.88 -5.20 -5.83
88 H 7.61 -4.80 -1.78
89 H 0.32 -3.79 -6.83
90 H 2.25 7.85 4.35
91 H -3.77 1.39 -0.31
92 H 2.33 2.31 2.18
93 H 0.68 -3.52 0.86
94 H -7.49 3.98 1.73
95 H -7.79 6.19 3.83
96 H -1.54 3.92 3.82
97 H -0.25 5.23 2.05
98 H -0.08 3.84 4.80
99 H -1.42 -0.20 1.68
100 H 0.93 -2.39 -4.73
101 H -9.07 5.36 2.95
102 H 2.14 6.28 5.14
103 H -4.24 -0.17 0.37
104 H 0.77 -4.34 -0.68
105 H -5.63 6.65 3.42
106 H 6.09 -4.21 -2.42
107 H -0.30 -2.15 -6.76
108 H 8.44 -2.66 -1.61
109 H -6.34 0.33 -2.52
110 H -0.42 1.23 1.50
111 H 4.68 -3.52 -5.78
112 H 4.67 -3.94 -8.11
113 H 3.34 -4.92 -7.53
114 H 8.28 -5.48 1.93
115 H 6.13 -1.96 0.29
116 H 3.48 4.16 3.47
117 H 8.54 -5.40 0.19
118 H 6.08 -5.38 1.06
119 H -0.62 -3.30 -0.31
120 H 2.20 -2.16 -0.45
121 H 5.91 -2.17 -1.42
122 H 6.38 -3.79 1.67
123 H 8.79 -3.97 1.19

Löwdin atomic charge list, values in e, 2 entries: atom 1 (O): -0.143, atom 2 (O): 0.167

=====

Number 1: calculated total energy -3410.70590 hartree. Number 2: calculated total energy -4414.79825 hartree. Number 3: calculated total energy -2104.88947 hartree.